The following is a quantum chemistry calculation of a cluster of 4 separate species, C3H14O3S2 in total at a distorted geometry, from the Open Molecules 2025 dataset.

The geometry in XYZ format:
```
22
Properties=species:S:1:pos:R:3:forces:R:3:lowdin_charge:R:1
C -0.1826 1.4907 -0.4236 2.29 -0.91 -0.39 -0.299
C -0.8408 2.8171 -0.4326 -2.00 3.40 -1.14 -0.170
C 0.9596 1.5453 0.7056 -1.66 -0.94 -1.19 -0.568
S 2.3058 0.3816 0.3995 0.12 -0.19 -0.04 0.425
S 3.0593 -0.0359 2.3553 -1.21 1.04 -0.30 0.298
H 0.3132 1.3008 -1.3949 0.25 0.61 0.33 0.074
H -0.8067 0.5873 -0.4939 -0.26 0.42 1.18 0.109
H -0.2758 3.7460 -0.7759 0.44 -1.55 0.44 0.094
H -1.6898 2.9720 -1.1515 0.40 -0.96 0.49 0.080
H -1.2692 3.2080 0.5040 0.17 -0.74 0.16 0.073
H 0.5515 1.4264 1.6911 -0.46 -0.65 0.49 0.044
H 1.2463 2.5595 0.7078 1.05 1.17 -0.24 0.047
H 2.0381 0.7590 2.8253 0.87 -0.70 0.22 -0.190
H -3.1385 -4.8120 -0.2671 -0.16 0.77 -0.09 0.040
H -2.0190 -5.5480 0.2970 0.19 1.71 0.06 0.078
O -2.2914 -4.5949 0.1453 0.03 -2.48 0.08 -0.075
H -1.4294 -1.6336 1.4198 1.47 -1.29 0.11 0.055
H -1.0179 -3.1424 1.1649 0.58 1.86 0.57 0.027
O -0.6477 -2.2606 1.4968 -2.12 -0.55 -0.72 -0.125
H 1.7898 0.2484 -3.5130 0.19 0.33 -0.39 0.028
H 2.0287 -0.6918 -2.3458 -0.79 0.28 -0.40 0.029
O 1.3165 -0.3226 -2.9143 0.61 -0.62 0.78 -0.075
```
Forces are in eV/Å.

The calculation puts the HOMO energy at -7.9 eV. The energy relative to the best compared isomer or geometry (same formula, charge and spin) is 1.651 eV. The value obtained for the HOMO-LUMO gap is 8.387 eV. The SMILES is CCCSS.O.O.O. Its spin multiplicity is 1. The calculation puts the energy at -1144.7346 Eh.


The following is a quantum chemistry calculation of a cluster of 2 separate species, C2H3N3O in total at a distorted geometry, from the Open Molecules 2025 dataset.

The geometry in XYZ format:
```
9
Properties=species:S:1:pos:R:3:forces:R:3:lowdin_charge:R:1
C -0.2257 0.6389 -1.2478 1.13 -1.31 2.90 -0.086
C -1.0390 0.9096 -0.0775 0.07 0.59 -2.17 -0.135
N 0.8358 -0.1784 -0.8202 -1.81 0.81 -0.76 0.074
N -0.5104 0.2021 0.9400 0.63 0.23 0.06 0.054
N 0.5463 -0.3290 0.3878 1.90 -2.70 3.36 -0.135
O 1.6487 -1.5479 1.4007 -2.62 3.29 -2.56 0.004
H -0.2220 0.6888 -2.2952 -0.59 1.03 -1.06 0.069
H -1.9092 1.6579 0.0073 1.51 -1.77 0.11 0.125
H 0.8756 -2.0421 1.7050 -0.22 -0.16 0.13 0.031
```
Forces are in eV/Å.

The calculation puts the HOMO energy (spin up / spin down) at -10.3 / -10.3 eV. The energy relative to the best compared isomer or geometry (same formula, charge and spin) is 5.597 eV. The value obtained for the HOMO-LUMO gap (spin up / spin down) is 8.251 / 8.246 eV. Its spin multiplicity is 1. The calculation puts the energy at -317.3266 Eh.


The following is a quantum chemistry calculation of the molecule C3H6N2O2 at a distorted geometry, from the Open Molecules 2025 dataset.

The geometry in XYZ format:
```
13
Properties=species:S:1:pos:R:3:forces:R:3:lowdin_charge:R:1
C 1.1243 -0.9020 0.8733 0.16 -0.50 -0.24 -0.016
C -0.4568 0.7828 -0.2966 -0.85 -2.70 -1.01 -0.374
C -0.2712 -0.6276 0.3750 -1.38 1.57 2.47 -0.398
N -1.2582 1.6972 0.3175 0.33 0.37 0.00 0.136
O 0.3558 -0.6746 -1.7510 -0.11 2.24 -0.39 -0.116
N -0.0785 0.8002 -1.5227 0.70 -1.40 -0.10 0.110
O -1.2709 -1.2039 0.7839 1.41 0.41 -1.02 0.084
H 1.0384 -0.6110 -2.4433 -0.32 0.17 0.36 0.094
H -1.9326 1.2895 0.9581 0.30 0.05 -0.15 0.107
H -1.6445 2.3950 -0.3059 0.01 -0.08 0.16 0.106
H 1.8239 -0.1061 0.6118 -0.16 -0.09 -0.14 0.086
H 1.4716 -1.8419 0.4386 0.06 0.06 0.16 0.090
H 1.0985 -0.9975 1.9613 -0.13 -0.08 -0.10 0.091
```
Forces are in eV/Å.

The calculation puts the HOMO energy at -9.5 eV. The energy relative to the best compared isomer or geometry (same formula, charge and spin) is 3.707 eV. The value obtained for the HOMO-LUMO gap is 10.275 eV. The SMILES is CC(=O)/C(N)=N\O. Its spin multiplicity is 1. The calculation puts the energy at -377.8231 Eh.


The following is a quantum chemistry calculation of the molecule H3IO3Si at a distorted geometry, from the Open Molecules 2025 dataset.

The geometry in XYZ format:
```
8
Properties=species:S:1:pos:R:3:forces:R:3:lowdin_charge:R:1
O 1.2732 -0.7873 0.5371 -0.17 0.24 0.51 -0.163
O -1.4026 -0.0886 0.8931 0.07 0.64 2.36 -0.172
O 0.3496 1.2601 -0.6279 0.80 -0.90 1.43 -0.099
Si -0.1243 -0.2037 -0.0748 0.60 -0.65 -0.66 -0.303
I -0.7885 -1.9621 -1.6035 -0.13 0.25 -0.31 0.547
H 1.9252 -0.0853 0.4610 0.42 -0.08 0.12 0.057
H -1.1866 0.2707 1.8026 -0.55 -0.56 -1.51 0.107
H -0.0461 1.5963 -1.3877 -1.04 1.06 -1.94 0.027
```
Forces are in eV/Å.

The calculation puts the HOMO energy at -9.7 eV. The energy relative to the best compared isomer or geometry (same formula, charge and spin) is 0.311 eV. The value obtained for the HOMO-LUMO gap is 9.969 eV. The SMILES is O[Si](O)(O)I. Its spin multiplicity is 1. The calculation puts the energy at -814.8955 Eh.


The following is a quantum chemistry calculation of a cluster of 4 separate species, C2H11NO5 in total at a distorted geometry, from the Open Molecules 2025 dataset.

The geometry in XYZ format:
```
19
Properties=species:S:1:pos:R:3:forces:R:3:lowdin_charge:R:1
O 1.3207 0.9995 -0.5594 0.10 0.04 -0.44 0.112
C 1.0264 0.9479 0.5949 0.02 1.08 1.39 -0.517
O 1.2009 1.9708 1.4549 -0.23 0.28 0.33 0.114
C 0.5617 -0.2379 1.3762 1.00 -3.43 -0.75 -0.122
N 1.1871 -1.4444 0.6765 -0.82 1.07 -0.05 0.013
H 1.4865 2.7997 1.0414 -0.04 -0.34 -0.39 0.133
H 0.9236 -0.3127 2.3873 0.17 1.12 0.51 0.111
H -0.4918 -0.4710 1.4476 -0.43 0.78 -0.49 0.112
H 0.9375 -2.2867 1.1739 -0.01 -0.08 0.05 0.067
H 2.1818 -1.3230 0.7539 0.44 -0.25 0.02 0.066
H -0.9445 -0.3103 -1.9120 -0.10 -0.18 0.12 0.000
H -2.3186 -0.9673 -1.5647 0.23 0.24 -0.05 0.054
O -1.7983 -0.1616 -1.4510 -0.08 -0.09 -0.07 -0.077
H 1.0838 -0.1784 -3.0434 -0.39 -0.14 -0.20 0.064
H 1.1768 -0.6954 -1.6644 -0.50 -0.27 0.34 0.012
O 0.6260 -0.7988 -2.4584 0.79 0.16 -0.42 -0.070
H -3.1654 0.3095 0.9830 0.01 -0.06 -0.12 0.021
H -2.1858 0.9928 0.0189 -0.42 -0.29 -0.05 -0.012
O -2.8081 1.1672 0.7447 0.23 0.37 0.29 -0.082
```
Forces are in eV/Å.

The calculation puts the HOMO energy at -10.1 eV. The energy relative to the best compared isomer or geometry (same formula, charge and spin) is 0.534 eV. The value obtained for the HOMO-LUMO gap is 10.656 eV. The SMILES is NCC(=O)O.O.O.O. Its spin multiplicity is 1. The calculation puts the energy at -513.7682 Eh.


The following is a quantum chemistry calculation of a cluster of 2 separate species, CH2F2O2 in total at a distorted geometry, from the Open Molecules 2025 dataset.

The geometry in XYZ format:
```
7
Properties=species:S:1:pos:R:3:forces:R:3:lowdin_charge:R:1
C -1.9997 -0.1473 0.0569 2.18 2.54 1.14 -0.400
O -0.9825 -0.7043 0.3027 -0.27 0.39 -0.12 0.110
O 2.5633 0.4436 -0.4997 -0.06 -0.11 -0.89 0.031
F -3.0597 -0.7668 -0.2900 -2.27 -1.19 -0.82 0.129
F 3.1782 -0.7257 -0.0324 0.22 -0.45 0.07 -0.114
H 2.4996 0.9049 0.3300 -0.16 0.55 0.80 0.082
H -2.1992 0.9957 0.1325 0.36 -1.74 -0.19 0.163
```
Forces are in eV/Å.

The calculation puts the HOMO energy at -11.6 eV. The energy relative to the best compared isomer or geometry (same formula, charge and spin) is 4.789 eV. The value obtained for the HOMO-LUMO gap is 12.353 eV. The SMILES is O=CF.OF. Its spin multiplicity is 1. The calculation puts the energy at -389.3724 Eh.


The following is a quantum chemistry calculation of the molecule C2H7N5 at a distorted geometry, from the Open Molecules 2025 dataset.

The geometry in XYZ format:
```
14
Properties=species:S:1:pos:R:3:forces:R:3:lowdin_charge:R:1
C -1.9702 -0.3689 -0.6561 -1.86 1.59 -1.11 -0.103
C -0.8342 -0.4919 0.3454 0.19 -1.77 -0.71 -0.239
N 2.5397 -0.5468 0.0996 1.62 -0.98 1.59 -0.112
N 1.4659 -1.1041 -0.0599 -0.28 0.36 -0.26 0.029
N 2.5812 0.7720 0.0857 -2.48 1.53 -1.86 0.013
N 0.8974 1.1447 -0.2484 2.33 1.73 2.26 0.059
N 0.4625 -0.1618 -0.2302 -1.04 -1.32 -0.63 -0.278
H -2.7810 -1.1191 -0.6864 0.72 -0.16 0.66 0.063
H -2.5711 0.5984 -0.4608 1.11 -1.23 -0.52 0.091
H -1.6193 -0.3574 -1.7137 0.06 0.24 0.86 0.080
H -0.9559 0.1970 1.1095 -0.59 1.45 1.80 0.068
H -0.8430 -1.4903 0.8466 0.52 0.63 -0.68 0.126
H 2.9925 1.2513 0.8963 -0.24 -0.76 -0.04 0.096
H 0.6354 1.6767 0.6726 -0.07 -1.29 -1.37 0.106
```
Forces are in eV/Å.

The calculation puts the HOMO energy at -8.0 eV. The energy relative to the best compared isomer or geometry (same formula, charge and spin) is 5.470 eV. The value obtained for the HOMO-LUMO gap is 8.857 eV. The SMILES is CCN1N=NNN1. Its spin multiplicity is 1. The calculation puts the energy at -353.9904 Eh.


The following is a quantum chemistry calculation of the molecule C6H13N at a distorted geometry, from the Open Molecules 2025 dataset.

The geometry in XYZ format:
```
20
Properties=species:S:1:pos:R:3:forces:R:3:lowdin_charge:R:1
C 1.1399 -0.8286 2.0494 0.32 0.95 0.51 -0.131
N 0.7146 0.2119 1.0939 -0.31 -0.67 0.73 -0.098
C 0.3498 -0.3114 -0.2164 1.14 -0.89 -0.27 -0.433
C -0.4425 0.6594 -1.1094 -0.26 -1.62 0.98 -0.174
C -1.5827 1.1987 -0.2947 -0.13 1.63 -0.34 -0.200
C -2.8804 1.2595 -0.6208 0.37 -0.38 -0.05 -0.003
C 1.5121 -1.0456 -0.9776 -1.96 0.71 -0.18 -0.053
H 0.3922 -1.5812 2.2996 -0.19 0.03 -0.55 0.078
H 1.3078 -0.2983 3.0030 0.17 -0.29 -0.28 0.079
H 2.0844 -1.3047 1.7475 -0.22 -0.18 0.17 0.065
H 1.4641 0.8928 1.1334 -0.16 0.16 -0.75 0.109
H -0.3854 -1.1018 -0.0371 -0.01 0.01 0.41 0.133
H -0.8011 0.0376 -1.9377 -0.01 0.35 -0.12 0.114
H 0.1266 1.5085 -1.5141 -0.03 -0.20 0.19 0.124
H -1.2097 1.7906 0.5386 -0.15 0.62 -0.36 0.089
H -3.5084 2.1305 -0.4537 -0.12 -0.46 1.15 0.049
H -3.3551 0.4231 -1.1122 0.10 0.22 -1.09 0.046
H 2.1466 -0.2687 -1.3994 0.66 -0.38 0.15 0.074
H 1.9557 -1.8516 -0.3896 0.37 0.49 -0.08 0.062
H 0.9714 -1.5206 -1.8026 0.43 -0.12 -0.21 0.069
```
Forces are in eV/Å.

The calculation puts the HOMO energy at -8.5 eV. The energy relative to the best compared isomer or geometry (same formula, charge and spin) is 1.852 eV. The value obtained for the HOMO-LUMO gap is 9.625 eV. The SMILES is C=CC[C@@H](C)NC. Its spin multiplicity is 1. The calculation puts the energy at -291.0907 Eh.